Record 1
Here is 3 unconnected molecules or ions with the total composition C34H26Cl2O4P from the OMol25 dataset. Energies are from ωB97M-V/def2-TZVPD.

The geometry in XYZ format:
```
67
Properties=species:S:1:pos:R:3:mulliken_charge:R:1
C -2.171 -1.698 1.327 -0.29
C -3.475 -1.022 1.578 -0.23
C -4.938 -1.527 0.954 -0.46
P -4.744 -2.042 -0.905 0.11
C -3.530 -0.808 -1.788 -0.08
Cl -3.479 1.026 -1.331 -0.27
C -2.599 -1.353 -2.851 0.43
C -1.505 -0.350 -3.614 -0.83
Cl -2.617 -3.171 -3.370 -0.25
H -1.425 -1.775 2.252 0.27
H -1.874 -2.141 0.270 -0.03
H -3.483 -0.032 2.228 0.31
H -5.634 -0.576 0.974 0.33
H -5.392 -2.418 1.607 0.41
H -6.002 -2.051 -1.626 0.22
H -4.111 -3.354 -0.875 0.24
H -1.868 0.763 -3.673 0.38
H -0.495 -0.459 -2.987 0.26
H -1.394 -0.789 -4.701 0.31
C 0.939 -5.295 -4.843 -0.91
C 0.167 -4.406 -4.094 0.02
C 0.749 -3.684 -3.050 0.32
C 2.105 -3.860 -2.747 -0.29
C 2.870 -4.767 -3.480 0.24
C 2.288 -5.477 -4.538 -0.56
C 4.288 -4.997 -3.136 0.61
O 4.962 -5.790 -3.782 -0.67
C 4.880 -4.264 -1.999 0.23
C 6.207 -4.516 -1.626 -0.57
C 6.778 -3.818 -0.560 -0.46
C 6.031 -2.862 0.129 -0.49
C 4.707 -2.614 -0.237 -0.54
C 4.128 -3.324 -1.297 0.24
C 2.716 -3.079 -1.653 0.52
O 2.058 -2.243 -1.045 -0.75
H 0.488 -5.850 -5.662 0.39
H -0.888 -4.273 -4.323 0.20
H 0.142 -2.989 -2.473 0.28
H 2.883 -6.176 -5.123 0.48
H 6.798 -5.258 -2.161 0.46
H 7.807 -4.018 -0.269 0.40
H 6.478 -2.313 0.954 0.40
H 4.129 -1.870 0.309 0.46
C -3.404 3.261 0.836 0.18
C -4.219 4.262 1.363 -1.00
C -3.686 5.208 2.241 -0.54
C -2.335 5.144 2.603 0.23
C -1.526 4.129 2.095 -0.13
C -2.058 3.192 1.201 -0.15
C -0.111 4.023 2.509 0.56
O 0.601 3.133 2.061 -0.70
C 0.429 4.999 3.476 0.24
C 1.752 4.875 3.921 -0.56
C 2.275 5.802 4.826 -0.47
C 1.483 6.857 5.280 -0.47
C 0.164 6.979 4.843 -0.56
C -0.367 6.042 3.947 0.18
C -1.775 6.159 3.518 0.66
O -2.472 7.083 3.921 -0.66
H -3.817 2.530 0.145 0.20
H -5.271 4.309 1.089 0.40
H -4.327 5.990 2.644 0.47
H -1.429 2.404 0.790 0.56
H 2.377 4.057 3.569 0.45
H 3.300 5.701 5.174 0.40
H 1.893 7.583 5.980 0.40
H -0.449 7.802 5.206 0.46
```

Computed properties:
- Kohn-Sham gap (eV) = 7.368
- E_LUMO (eV) = -3.963
- net charge = +1


Record 2
Here is a molecular structure, C34H27AlBrN4O2P from the OMol25 dataset. Energies are from ωB97M-V/def2-TZVPD.

The geometry in XYZ format:
```
70
Properties=species:S:1:pos:R:3:mulliken_charge:R:1
Al 0.246 0.222 0.931 -0.49
C 4.287 -1.458 1.706 -0.94
C 4.163 -1.758 3.051 -0.56
C 3.044 -1.316 3.743 -0.83
C 2.084 -0.595 3.064 0.81
N 2.179 -0.344 1.740 0.70
C 3.265 -0.764 1.086 -0.05
C 0.942 0.107 3.718 0.38
C 0.607 0.186 5.057 -0.96
C -0.357 1.124 5.419 -0.80
C -0.883 2.012 4.485 -0.89
C -0.490 1.864 3.168 0.95
N 0.317 0.868 2.831 0.38
C -0.666 2.795 2.024 0.27
C -1.284 4.022 2.120 -0.69
C -1.201 4.899 1.047 -0.68
C -0.483 4.522 -0.075 -0.95
C 0.080 3.258 -0.109 -0.42
N -0.019 2.394 0.904 0.42
H 5.157 -1.760 1.141 0.48
H 4.936 -2.315 3.564 0.48
H 2.935 -1.507 4.801 0.48
H 3.311 -0.538 0.028 0.49
H 1.089 -0.425 5.807 0.50
H -0.654 1.206 6.456 0.48
H -1.555 2.801 4.791 0.51
H -1.813 4.297 3.021 0.48
H -1.676 5.869 1.097 0.48
H -0.366 5.184 -0.921 0.50
H 0.614 2.918 -0.984 0.88
O -3.284 1.336 1.269 -0.62
C -2.421 0.828 0.612 0.23
O -1.513 -0.018 1.109 -0.22
C -2.251 1.096 -0.884 -1.17
P -0.657 0.401 -1.498 1.35
C -0.200 1.347 -2.971 0.75
C -1.181 1.756 -3.875 -0.65
C -0.818 2.435 -5.027 -0.77
C 0.521 2.698 -5.290 -0.60
C 1.503 2.282 -4.403 -0.84
C 1.141 1.609 -3.243 0.03
C -1.138 -1.226 -2.171 0.43
C -2.081 -2.021 -1.522 -0.59
C -2.398 -3.276 -2.022 -0.76
C -1.769 -3.751 -3.165 -0.63
C -0.824 -2.966 -3.813 -0.84
C -0.510 -1.707 -3.321 -0.66
H -2.315 2.170 -1.063 0.46
H -3.080 0.630 -1.419 0.79
H -2.226 1.538 -3.688 0.41
H -1.581 2.755 -5.724 0.46
H 0.800 3.225 -6.193 0.42
H 2.546 2.480 -4.611 0.46
H 1.912 1.278 -2.553 0.40
H -2.575 -1.672 -0.622 0.31
H -3.143 -3.878 -1.519 0.50
H -2.025 -4.725 -3.559 0.45
H -0.346 -3.328 -4.713 0.46
H 0.214 -1.096 -3.845 0.44
Br -1.608 -4.908 2.500 -0.11
C -0.531 -3.950 1.303 -0.71
C 0.175 -4.592 0.297 -0.09
C 0.937 -3.824 -0.568 -1.28
C 0.973 -2.456 -0.396 0.20
N 0.293 -1.838 0.576 0.68
C -0.457 -2.575 1.409 -0.12
H 0.120 -5.667 0.188 0.52
H 1.487 -4.280 -1.378 0.53
H 1.539 -1.826 -1.071 0.40
H -1.037 -2.048 2.156 0.58
```

Computed properties:
- ΔE to the lowest compared entry with this formula, charge and spin (kcal per mole) = 29.7
- Kohn-Sham gap (eV) = 7.724
- E_LUMO (eV) = -6.375
- net charge = +2


Record 3
Here is a molecular structure, C34H27AsBaN4OS4 from the OMol25 dataset. Energies are from ωB97M-V/def2-TZVPD.

The geometry in XYZ format:
```
72
Properties=species:S:1:pos:R:3:mulliken_charge:R:1
Ba -0.111 1.163 -0.716 0.46
C -0.185 3.231 -3.677 -1.31
C -1.052 4.087 -2.799 0.83
C -1.932 5.030 -3.375 -0.67
C -2.719 5.786 -2.560 -0.80
C -2.632 5.644 -1.157 1.28
C -3.393 6.436 -0.277 -0.87
C -3.238 6.269 1.077 -0.43
C -2.346 5.321 1.583 -0.65
C -1.582 4.491 0.765 0.53
S -0.497 3.361 1.486 -0.51
C -1.726 4.664 -0.658 -0.64
N -0.979 3.910 -1.501 -0.15
H 0.028 3.734 -4.620 0.45
H -0.709 2.295 -3.903 0.23
H 0.753 2.993 -3.171 0.16
H -1.977 5.131 -4.452 0.38
H -3.419 6.507 -2.969 0.35
H -4.087 7.165 -0.679 0.31
H -3.812 6.882 1.763 0.33
H -2.232 5.206 2.653 0.39
S 1.694 -0.065 2.752 -0.25
C 2.645 -1.523 2.746 0.36
C 3.747 -1.687 3.597 -0.87
C 4.407 -2.902 3.680 -0.34
C 3.981 -3.989 2.925 -0.78
C 2.898 -3.840 2.068 0.03
C 2.238 -2.623 1.958 -0.73
As 0.792 -2.202 0.719 0.44
C 0.440 -4.032 0.093 -0.02
C 1.325 -4.574 -0.838 -0.27
C 1.138 -5.849 -1.345 -0.68
C 0.045 -6.603 -0.939 -0.41
C -0.847 -6.074 -0.020 -0.67
C -0.650 -4.798 0.490 -0.10
C -0.675 -2.059 2.002 0.36
C -0.631 -2.572 3.293 0.11
C -1.699 -2.390 4.158 -0.64
C -2.817 -1.674 3.749 -0.37
C -2.875 -1.167 2.460 -0.77
C -1.813 -1.373 1.593 -0.23
H 4.058 -0.850 4.211 0.41
H 5.248 -3.015 4.356 0.32
H 4.487 -4.944 3.003 0.37
H 2.567 -4.689 1.482 0.34
H 2.168 -3.977 -1.172 0.40
H 1.837 -6.255 -2.067 0.37
H -0.117 -7.592 -1.351 0.34
H -1.704 -6.656 0.299 0.36
H -1.359 -4.392 1.201 0.36
H 0.250 -3.108 3.628 0.41
H -1.661 -2.800 5.161 0.36
H -3.640 -1.512 4.436 0.33
H -3.742 -0.611 2.126 0.43
H -1.882 -1.008 0.573 0.40
S -2.665 0.614 -2.390 -0.34
C -1.915 -0.780 -3.069 0.74
S -0.312 -1.220 -2.623 -0.32
C -2.610 -1.557 -4.007 -0.09
C -3.910 -1.225 -4.461 0.07
N -4.962 -1.001 -4.886 -0.64
C -2.067 -2.722 -4.603 0.12
N -1.690 -3.674 -5.138 -0.65
C 4.635 3.719 -0.836 -1.16
C 3.723 2.548 -0.502 0.76
N 4.122 1.799 0.528 -0.27
O 2.723 2.342 -1.187 -0.46
H 5.660 3.527 -0.520 0.36
H 4.263 4.606 -0.322 0.26
H 4.605 3.904 -1.907 0.29
H 4.900 2.096 1.088 0.17
H 3.494 1.121 0.990 0.10
```

Computed properties:
- ΔE to the lowest compared entry with this formula, charge and spin (kcal per mole) = 5.2
- Kohn-Sham gap (eV) = 6.027
- E_LUMO (eV) = 3.718
- net charge = -2


Record 4
Here is a molecular structure, C34H27BCsF4N4O2SeTe from the OMol25 dataset. Energies are from ωB97M-V/def2-TZVPD.

The geometry in XYZ format:
```
75
Properties=species:S:1:pos:R:3:mulliken_charge:R:1
Cs -1.868 -1.828 0.774 1.19
C 4.131 3.053 2.027 -1.60
C 3.111 2.058 1.537 0.04
C 3.391 0.704 1.443 -0.49
C 2.457 -0.218 0.981 0.43
C 2.742 -1.660 1.088 -0.18
O 1.916 -2.485 1.442 -0.68
C 4.143 -2.143 0.790 0.41
C 4.959 -1.515 -0.144 -0.08
C 6.217 -2.026 -0.433 -0.79
C 6.673 -3.161 0.222 -0.34
C 5.862 -3.793 1.157 -0.56
C 4.601 -3.291 1.431 -0.43
C 1.170 0.208 0.487 -0.10
O 0.429 -0.572 -0.159 -1.03
C 0.832 1.596 0.752 0.69
C 1.817 2.460 1.209 -0.30
C -0.557 2.097 0.651 0.11
N -1.557 1.308 0.729 -0.09
C -2.922 1.826 0.727 -0.66
C -3.512 2.055 -0.658 -1.29
Te -3.226 0.495 -2.103 0.16
C -1.590 1.481 -3.020 -0.14
C -0.284 1.111 -2.710 -0.14
C 0.787 1.790 -3.283 -0.50
C 0.564 2.840 -4.162 -0.41
C -0.738 3.213 -4.474 -0.58
C -1.809 2.532 -3.909 -0.24
C -0.726 3.589 0.520 -0.49
C -1.035 4.377 1.624 0.22
C -1.213 5.746 1.484 -0.83
C -1.083 6.341 0.236 -0.45
C -0.767 5.560 -0.867 -0.82
C -0.583 4.192 -0.726 0.47
H 5.045 2.548 2.342 0.37
H 3.762 3.628 2.881 0.34
H 4.405 3.773 1.251 0.30
H 4.363 0.346 1.772 0.39
H 4.596 -0.629 -0.649 0.46
H 6.841 -1.538 -1.170 0.37
H 7.657 -3.555 0.002 0.37
H 6.215 -4.680 1.669 0.38
H 3.944 -3.779 2.140 0.45
H 1.561 3.507 1.349 0.47
H -3.007 2.771 1.275 0.24
H -3.543 1.093 1.241 0.56
H -3.085 2.938 -1.134 0.53
H -4.589 2.192 -0.575 0.69
H -0.097 0.327 -1.984 0.24
H 1.797 1.502 -3.020 0.43
H 1.400 3.371 -4.600 0.38
H -0.921 4.032 -5.159 0.36
H -2.823 2.820 -4.157 0.41
H -1.135 3.911 2.597 0.51
H -1.455 6.349 2.350 0.39
H -1.226 7.408 0.126 0.37
H -0.661 6.014 -1.845 0.45
H -0.329 3.585 -1.586 0.19
F -6.214 -2.437 -0.181 -0.44
B -5.827 -1.571 0.877 0.37
F -5.337 -2.348 1.943 -0.42
F -6.903 -0.794 1.280 -0.37
F -4.776 -0.738 0.406 -0.24
Se -5.498 -5.026 -0.024 0.42
N -4.966 -6.707 0.181 -0.86
C -3.657 -6.671 0.361 0.68
C -2.808 -7.792 0.586 -0.51
C -1.485 -7.550 0.755 -0.47
C -0.988 -6.203 0.706 -0.35
N -1.715 -5.149 0.500 -0.21
C -3.056 -5.363 0.320 0.31
N -3.878 -4.353 0.109 -0.28
H -3.227 -8.789 0.618 0.45
H -0.787 -8.357 0.931 0.34
H 0.074 -6.031 0.854 0.46
```

Computed properties:
- ΔE to the lowest compared entry with this formula, charge and spin (kcal per mole) = 0.3
- Kohn-Sham gap (eV) = 5.683
- E_LUMO (eV) = 1.174
- net charge = -1


Record 5
Here is a molecular structure, C34H27Cl2IrN5O3SSi from the OMol25 dataset. Energies are from ωB97M-V/def2-TZVPD.

The geometry in XYZ format:
```
74
Properties=species:S:1:pos:R:3:mulliken_charge:R:1
Ir -0.586 -0.393 0.117 3.37
Cl -4.602 -6.180 1.011 -0.20
C -4.018 -4.641 0.510 0.00
C -2.744 -4.254 0.841 -0.96
C -2.262 -2.992 0.442 0.08
N -1.066 -2.502 0.740 0.47
C -0.167 -3.036 1.639 -0.43
O 0.226 -4.190 1.671 -0.68
C 0.190 -1.999 2.630 0.73
C 0.871 -2.333 3.801 -0.86
C 0.918 -1.425 4.838 -0.44
C 0.231 -0.218 4.692 -0.84
C -0.369 0.060 3.479 -0.68
N -0.359 -0.771 2.450 -0.05
C -3.135 -2.109 -0.303 0.42
C -4.430 -2.543 -0.633 -0.92
C -4.862 -3.786 -0.238 0.16
Cl -6.446 -4.309 -0.640 -0.20
N -2.598 -0.943 -0.669 0.06
C -3.136 -0.081 -1.599 -0.09
O -4.305 0.260 -1.682 -0.74
C -2.079 0.295 -2.563 0.61
C -2.413 0.766 -3.833 -0.89
C -1.442 0.819 -4.808 -0.63
C -0.153 0.382 -4.491 -0.95
C 0.113 -0.008 -3.189 -0.55
N -0.808 -0.034 -2.240 0.28
H -2.093 -4.910 1.397 0.59
H 1.326 -3.310 3.870 0.54
H 1.444 -1.649 5.754 0.46
H 0.149 0.484 5.504 0.50
H -0.885 0.998 3.336 0.82
H -5.087 -1.879 -1.174 0.66
H -3.439 1.044 -4.020 0.50
H -1.673 1.174 -5.802 0.38
H 0.629 0.369 -5.231 0.42
H 1.106 -0.318 -2.899 0.34
S 4.179 0.231 0.443 -0.29
C 3.820 -1.083 -0.643 0.61
C 4.693 -1.890 -1.348 -0.63
C 4.158 -2.907 -2.120 -0.63
C 2.782 -3.121 -2.168 -0.98
C 1.907 -2.311 -1.480 0.05
C 2.423 -1.259 -0.724 -0.62
N 1.695 -0.360 -0.013 0.29
C 2.451 0.478 0.671 -0.08
C 1.969 1.466 1.587 0.76
C 2.667 1.744 2.773 -0.49
C 2.151 2.598 3.720 -1.06
C 0.924 3.210 3.512 -0.62
C 0.246 2.995 2.323 -0.74
C 0.751 2.140 1.363 0.90
H 5.758 -1.727 -1.292 0.42
H 4.816 -3.543 -2.691 0.41
H 2.396 -3.935 -2.758 0.44
H 0.836 -2.466 -1.498 0.27
H 3.611 1.249 2.942 0.46
H 2.697 2.782 4.631 0.42
H 0.505 3.862 4.261 0.42
H -0.696 3.486 2.127 0.49
C 1.192 4.714 -0.117 -1.26
Si 0.068 3.367 -0.873 0.46
C 0.809 2.944 -2.571 -1.03
C -1.753 3.890 -1.028 -1.09
O 0.113 2.026 0.150 -1.33
H 1.364 5.521 -0.822 0.49
H 2.165 4.302 0.143 0.34
H 0.783 5.159 0.784 0.34
H 1.280 3.819 -3.006 0.59
H 0.037 2.623 -3.258 0.18
H 1.556 2.161 -2.518 0.27
H -1.852 4.709 -1.735 0.41
H -2.178 4.220 -0.084 0.33
H -2.366 3.069 -1.393 0.26
```

Computed properties:
- ⟨S²⟩ = 8.792
- spin multiplicity = 6
- ΔE to the lowest compared entry with this formula, charge and spin (kcal per mole) = 46.1
- Kohn-Sham gap (alpha / beta) (eV) = 3.318 / 6.351
- E_LUMO (alpha / beta) (eV) = -0.934 / -1.598
- net charge = 0


Record 6
Here is a molecular structure, C34H27ClCsN2O7PS2 from the OMol25 dataset. Energies are from ωB97M-V/def2-TZVPD.

The geometry in XYZ format:
```
75
Properties=species:S:1:pos:R:3:mulliken_charge:R:1
Cs 1.386 -2.382 -0.164 1.31
C -2.987 2.613 6.521 -1.45
C -2.231 1.776 5.522 1.10
C -1.946 2.257 4.250 -0.90
C -1.252 1.483 3.334 0.06
C -0.831 0.209 3.672 -0.65
C -1.108 -0.285 4.938 -0.42
C -1.801 0.496 5.854 -0.68
S -0.013 -0.830 2.454 0.88
O 0.675 -1.830 3.258 -0.73
O 0.857 0.085 1.721 -0.73
N -1.079 -1.405 1.503 -0.21
C -1.702 -2.684 1.817 -0.56
C -1.660 -3.792 0.712 0.19
O -2.320 -4.800 0.990 -0.84
O -1.025 -3.554 -0.350 -0.65
H -3.223 3.593 6.108 0.33
H -2.407 2.763 7.433 0.33
H -3.927 2.135 6.807 0.31
H -2.274 3.252 3.970 0.32
H -1.029 1.855 2.354 0.38
H -0.762 -1.274 5.194 0.47
H -2.008 0.103 6.843 0.33
H -2.772 -2.553 2.008 0.19
H -1.281 -3.149 2.714 0.48
Cl 0.123 -1.261 -4.103 -0.17
C -0.298 0.401 -4.385 0.69
C -0.093 0.883 -5.670 -0.73
C -0.358 2.212 -5.960 -0.40
C -0.817 3.048 -4.956 -0.89
C -1.020 2.550 -3.680 -0.15
C -0.776 1.214 -3.361 -0.20
P -0.985 0.506 -1.670 0.53
C -1.486 2.044 -0.810 -0.06
C -0.457 2.766 -0.209 -0.46
C -0.721 3.959 0.448 -0.45
C -2.023 4.429 0.537 -0.46
C -3.057 3.701 -0.035 -0.66
C -2.790 2.518 -0.708 0.11
C -2.592 -0.356 -1.892 0.02
C -2.844 -1.340 -0.937 0.24
C -3.972 -2.142 -1.017 -0.38
C -4.877 -1.935 -2.047 -0.62
C -4.648 -0.939 -2.992 -0.68
C -3.506 -0.155 -2.925 0.00
H 0.282 0.209 -6.425 0.44
H -0.194 2.588 -6.961 0.35
H -1.018 4.091 -5.164 0.39
H -1.381 3.211 -2.902 0.27
H 0.551 2.371 -0.238 0.28
H 0.089 4.504 0.917 0.35
H -2.235 5.350 1.069 0.38
H -4.078 4.053 0.047 0.38
H -3.600 1.951 -1.147 0.40
H -2.097 -1.480 -0.159 0.16
H -4.095 -2.937 -0.299 0.38
H -5.757 -2.560 -2.132 0.36
H -5.355 -0.792 -3.801 0.36
H -3.320 0.594 -3.686 0.40
O 5.389 -3.345 1.981 -0.65
S 5.479 -3.786 0.612 1.07
O 5.834 -5.173 0.415 -0.70
N 4.201 -3.362 -0.268 -0.48
C 4.504 -2.451 -1.220 0.57
O 3.747 -1.952 -2.048 -0.74
C 5.983 -2.102 -1.211 0.07
C 6.640 -1.225 -2.056 -0.47
C 8.006 -1.044 -1.883 -0.48
C 8.697 -1.730 -0.884 -0.32
C 8.032 -2.611 -0.042 -0.58
C 6.674 -2.774 -0.234 0.11
H 6.085 -0.700 -2.819 0.49
H 8.545 -0.361 -2.526 0.35
H 9.762 -1.571 -0.767 0.35
H 8.550 -3.151 0.738 0.40
```

Computed properties:
- ΔE to the lowest compared entry with this formula, charge and spin (kcal per mole) = 6.1
- Kohn-Sham gap (eV) = 6.214
- E_LUMO (eV) = 3.834
- net charge = -2